{"formula": "C18H41FI2N3", "method": "wB97M-V/def2-TZVPD", "total_energy_ha": -1569.6575, "e_homo_ev": -9.98, "charge": 1, "e_lumo_ev": -3.49, "orbital_gap_ev": 6.49, "symbols": ["C", "C", "I", "C", "I", "N", "C", "C", "C", "F", "H", "H", "H", "H", "H", "H", "H", "H", "H", "H", "H", "C", "C", "N", "C", "C", "C", "C", "H", "H", "H", "H", "H", "H", "H", "H", "H", "H", "H", "H", "H", "H", "H", "C", "C", "N", "C", "C", "C", "C", "H", "H", "H", "H", "H", "H", "H", "H", "H", "H", "H", "H", "H", "H", "H"], "positions_angstrom": [[-0.021665, 2.342197, 1.744823], [1.329568, 1.869618, 2.183456], [2.554257, 3.369066, 2.963419], [1.742013, 0.613277, 2.141114], [0.561050, -0.997399, 1.605909], [3.102520, 0.209177, 2.529502], [3.950353, -0.422132, 1.446503], [4.196718, 0.527766, 0.294535], [5.158127, -0.057917, -0.728906], [4.726397, 1.696183, 0.874503], [-0.390146, 3.127938, 2.407903], [-0.747236, 1.524849, 1.726790], [0.055271, 2.779331, 0.742190], [3.588822, 1.045600, 2.892696], [3.029659, -0.468989, 3.293834], [4.889902, -0.710258, 1.927639], [3.422383, -1.318948, 1.111938], [3.247901, 0.819443, -0.168995], [4.677930, -0.180085, -1.700413], [5.570028, -1.022785, -0.421922], [5.994611, 0.636795, -0.842143], [1.781067, -5.221453, -4.452470], [2.585759, -4.777097, -3.241975], [2.362610, -3.379984, -2.892460], [3.341733, -2.853834, -1.964970], [3.404919, -3.461725, -0.553887], [0.976660, -2.994550, -2.674329], [0.199154, -3.718122, -1.566593], [1.954228, -4.550905, -5.294656], [2.081815, -6.227510, -4.744246], [0.710152, -5.249528, -4.249784], [3.651508, -4.874576, -3.465853], [2.383477, -5.466824, -2.407325], [3.178125, -1.772019, -1.889521], [4.323594, -2.984257, -2.430505], [2.558421, -3.159511, 0.064123], [4.326890, -3.146254, -0.057318], [3.419730, -4.550626, -0.586226], [0.442500, -3.123058, -3.616518], [0.971850, -1.918002, -2.477608], [0.340185, -4.798432, -1.607206], [-0.869216, -3.521713, -1.668658], [0.512755, -3.371252, -0.582461], [-7.254211, 3.335771, 1.439040], [-5.890183, 3.983097, 1.262166], [-4.832395, 3.282190, 1.975670], [-3.602573, 4.038558, 2.086148], [-2.837198, 4.368179, 0.797682], [-4.691966, 1.868305, 1.670298], [-4.436375, 1.469151, 0.210804], [-7.482800, 3.207248, 2.497545], [-8.022124, 3.968444, 0.993935], [-7.315397, 2.361266, 0.953503], [-5.919889, 4.997147, 1.669669], [-5.684078, 4.091810, 0.185396], [-2.944328, 3.487084, 2.767112], [-3.842607, 4.977611, 2.593098], [-2.363703, 3.485015, 0.366496], [-2.052331, 5.098018, 1.011815], [-3.484068, 4.805078, 0.037052], [-5.596526, 1.360450, 2.009836], [-3.884960, 1.486038, 2.303514], [-5.116205, 1.984973, -0.468523], [-4.604436, 0.397760, 0.087172], [-3.418026, 1.685310, -0.113358]], "forces_ev_per_angstrom": [[-0.1, 0.1, 0.0], [-0.2, 0.3, 0.1], [0.1, 0.1, 0.0], [0.2, -0.2, -0.1], [-0.1, -0.2, -0.1], [0.0, 0.0, 0.1], [0.0, -0.2, -0.1], [-0.1, 0.0, 0.2], [0.2, 0.1, -0.1], [0.0, -0.2, -0.1], [0.0, -0.1, -0.1], [0.1, 0.1, -0.1], [0.0, -0.1, 0.1], [0.0, 0.0, -0.1], [0.0, 0.1, 0.0], [-0.1, 0.1, -0.1], [0.1, 0.1, 0.0], [0.1, 0.0, 0.1], [0.1, 0.0, 0.1], [-0.1, 0.1, 0.0], [-0.1, -0.1, 0.0], [0.0, 0.0, 0.0], [0.0, 0.0, 0.0], [0.0, -0.1, 0.1], [-0.1, 0.0, 0.0], [0.0, 0.0, -0.1], [0.0, 0.0, 0.0], [0.1, 0.1, -0.1], [0.0, 0.0, 0.0], [0.0, 0.0, 0.0], [0.0, 0.0, 0.0], [0.0, 0.0, 0.0], [0.0, 0.0, 0.0], [-0.1, -0.1, 0.0], [0.0, 0.0, 0.0], [0.0, 0.0, 0.0], [0.0, 0.0, 0.0], [0.0, 0.0, 0.0], [0.0, 0.0, 0.0], [0.0, 0.0, 0.0], [0.0, 0.0, 0.0], [0.0, 0.0, 0.0], [0.0, -0.1, 0.1], [0.0, 0.0, 0.0], [0.0, 0.0, 0.0], [0.0, 0.0, -0.1], [0.0, 0.0, 0.0], [0.1, 0.0, 0.0], [0.0, 0.0, 0.0], [0.0, 0.0, 0.0], [0.0, 0.0, 0.0], [0.0, 0.0, 0.0], [0.0, 0.0, 0.0], [0.0, 0.0, 0.0], [0.0, 0.0, 0.0], [0.0, 0.0, 0.0], [0.0, 0.0, 0.0], [0.0, 0.0, 0.0], [0.0, 0.0, 0.0], [0.0, 0.0, 0.0], [0.0, 0.0, 0.0], [0.0, 0.0, 0.0], [0.0, 0.0, 0.0], [0.0, 0.0, 0.0], [0.0, 0.0, 0.0]], "lowdin_charge": [-0.18, -0.77, 1.08, -0.80, 1.12, -0.02, -0.10, -0.34, -0.01, -0.05, 0.07, 0.03, 0.10, 0.06, 0.17, 0.16, 0.07, 0.15, 0.08, 0.08, 0.10, -0.08, -0.27, -0.20, -0.25, -0.08, -0.24, -0.08, 0.08, 0.08, 0.07, 0.12, 0.10, 0.09, 0.12, 0.02, 0.06, 0.08, 0.11, 0.11, 0.07, 0.08, 0.01, -0.09, -0.27, -0.20, -0.25, -0.09, -0.25, -0.08, 0.08, 0.08, 0.07, 0.12, 0.10, 0.10, 0.11, 0.04, 0.07, 0.07, 0.10, 0.11, 0.07, 0.07, 0.05]}